{
  "formula": "C32H72N5O3",
  "method": "ωB97M-V/def2-TZVPD",
  "elements": ["C", "C", "C", "N", "C", "C", "C", "C", "C", "H", "H", "H", "H", "H", "H", "H", "H", "H", "H", "H", "H", "H", "H", "H", "H", "H", "H", "C", "C", "C", "N", "C", "C", "C", "C", "C", "H", "H", "H", "H", "H", "H", "H", "H", "H", "H", "H", "H", "H", "H", "H", "H", "H", "H", "C", "C", "C", "N", "C", "C", "C", "C", "C", "H", "H", "H", "H", "H", "H", "H", "H", "H", "H", "H", "H", "H", "H", "H", "H", "H", "H", "C", "C", "C", "N", "C", "C", "C", "C", "C", "H", "H", "H", "H", "H", "H", "H", "H", "H", "H", "H", "H", "H", "H", "H", "H", "H", "H", "N", "O", "O", "O"],
  "positions_angstrom": [[1.7060, -0.3269, 3.1950], [1.9142, -0.2412, 1.6964], [3.4340, -0.4785, 1.2574], [3.5638, -0.4827, -0.2686], [3.1261, 0.7866, -0.9776], [5.0225, -0.7748, -0.6452], [5.0947, -2.1057, -1.3581], [3.6915, -2.4783, -1.7028], [2.7526, -1.6586, -0.8885], [1.4205, -1.3524, 3.4294], [0.9640, 0.4110, 3.5001], [2.6737, -0.1785, 3.6743], [1.6225, 0.7607, 1.3813], [1.3187, -0.9525, 1.1241], [3.8426, -1.3135, 1.8265], [3.9519, 0.4082, 1.6228], [3.2256, 0.7017, -2.0598], [3.8319, 1.5814, -0.7363], [2.1355, 1.1707, -0.7345], [5.4177, -0.0132, -1.3174], [5.6754, -0.7193, 0.2259], [5.6280, -1.9795, -2.3003], [5.5424, -2.8632, -0.7148], [3.5242, -2.4893, -2.7799], [3.4835, -3.5240, -1.4764], [1.8490, -1.4152, -1.4473], [2.4227, -2.3001, -0.0713], [-2.2018, -0.9139, 4.6735], [-1.2625, 0.1636, 4.1679], [-1.7398, 1.0342, 2.9142], [-0.8816, 2.2507, 2.6618], [-1.1135, 3.4247, 3.6848], [-1.1074, 2.8481, 1.2531], [0.1063, 3.6893, 1.0054], [1.2497, 2.9032, 1.5881], [0.6077, 1.8856, 2.5611], [-1.9071, -1.1803, 5.6886], [-2.2074, -1.8322, 4.0863], [-3.1898, -0.4588, 4.7422], [-0.3660, -0.3884, 3.8855], [-0.9272, 0.7483, 5.0246], [-2.7947, 1.2956, 2.9968], [-1.7198, 0.5692, 1.9286], [-0.3869, 4.2156, 3.4988], [-0.8510, 3.0117, 4.6588], [-2.1473, 3.7697, 3.7060], [-2.0802, 3.3384, 1.2165], [-1.1535, 2.0619, 0.4995], [-0.0400, 4.6729, 1.4518], [0.2957, 3.7990, -0.0624], [1.9791, 3.4837, 2.1530], [1.7375, 2.4419, 0.7294], [1.1452, 1.8788, 3.5094], [0.4937, 0.9120, 2.0846], [1.4969, -3.3866, 0.1492], [0.1119, -3.1652, -0.2418], [-0.7785, -2.5511, 0.8599], [-2.2258, -2.1052, 0.3686], [-2.9663, -3.3969, -0.0696], [-2.1439, -0.9977, -0.7653], [-3.4290, -0.1526, -0.6151], [-4.1813, -0.6527, 0.6027], [-3.0425, -1.3194, 1.4162], [1.6816, -4.2395, 0.8024], [1.8002, -2.4753, 0.6645], [2.1302, -3.6462, -0.6992], [-0.3209, -4.1290, -0.5098], [0.1127, -2.4752, -1.0856], [-0.3514, -1.6586, 1.3170], [-0.9796, -3.2193, 1.6973], [-2.9961, -3.8924, 0.9009], [-2.4368, -3.9228, -0.8640], [-3.9740, -3.2159, -0.4435], [-2.1116, -1.6110, -1.6658], [-1.2622, -0.4029, -0.5268], [-4.1397, -0.1823, -1.4409], [-3.0226, 0.8099, -0.3044], [-4.8992, -1.4547, 0.4310], [-4.6520, 0.1640, 1.1500], [-3.2948, -2.1114, 2.1213], [-2.4448, -0.5398, 1.8885], [2.5106, -0.2272, -4.0489], [0.9736, 0.0508, -4.2315], [0.3558, 0.5160, -2.8803], [-1.1797, 0.9365, -2.9219], [-2.1050, -0.2074, -3.3643], [-1.6641, 1.4451, -1.5738], [-2.9526, 2.2598, -1.8208], [-2.6879, 2.7646, -3.2211], [-1.3777, 2.2101, -3.7477], [2.7824, -0.7420, -3.1273], [3.1456, 0.6284, -4.2785], [2.8012, -1.0339, -4.7219], [0.5782, -0.9428, -4.4425], [0.8710, 0.8253, -4.9915], [0.7885, 1.4251, -2.4627], [0.4310, -0.2342, -2.0932], [-1.8776, -0.1679, -4.4296], [-3.1497, -0.0244, -3.1130], [-1.6841, -1.1090, -2.9193], [-1.7889, 0.5525, -0.9608], [-0.9275, 2.0984, -1.1062], [-3.7356, 1.5016, -1.8089], [-3.1821, 3.0208, -1.0749], [-3.4537, 2.3891, -3.8998], [-2.7437, 3.8521, -3.2694], [-1.3653, 2.0976, -4.8318], [-0.5284, 2.8836, -3.6326], [0.2839, 0.3379, -0.0018], [0.5252, -0.5608, -0.7095], [0.5627, 1.4599, -0.2729], [-0.2588, 0.1272, 1.0585]],
  "forces_ev_per_angstrom": [[1.252, -1.798, -0.072], [3.635, -1.159, -0.948], [-2.119, 1.954, 0.528], [-0.182, -0.599, -1.059], [1.294, 1.029, 0.530], [0.726, 0.479, -0.133], [0.535, -0.161, 0.083], [-0.389, -1.114, -0.885], [2.509, 1.452, -1.079], [-0.102, -0.022, 0.357], [1.415, -2.128, 0.608], [-0.078, 0.278, 0.386], [1.920, -1.048, -0.212], [0.852, -0.038, 0.939], [0.247, -0.512, -0.986], [0.383, -0.010, -0.217], [-0.002, -0.556, 0.436], [0.148, -0.014, 0.385], [0.929, -0.774, -0.108], [-0.547, 0.319, 0.104], [-0.391, -0.070, 0.215], [0.513, -0.258, 0.405], [0.265, 0.066, -0.278], [-0.060, 0.496, -0.006], [0.492, -0.214, 0.049], [1.352, 0.322, 0.212], [3.191, 3.104, -2.529], [-0.686, 0.660, 0.320], [0.688, -0.332, -1.471], [-0.005, 0.272, 1.148], [-0.137, 2.456, 0.279], [0.715, -1.539, 0.054], [-1.106, -0.420, 0.485], [-0.362, 1.062, -0.270], [0.630, 0.383, 1.244], [-1.150, 2.475, -0.445], [-0.032, -0.067, -0.067], [-0.105, 0.195, -0.077], [-0.360, -0.519, 0.063], [-0.437, 0.278, -0.082], [-0.346, 0.591, -0.225], [0.002, 0.725, 0.583], [0.474, 0.452, 1.282], [-0.298, -0.073, -0.281], [-0.185, -0.006, 0.003], [0.126, -0.131, -0.379], [0.106, 0.342, 0.367], [-0.191, 0.167, 1.250], [0.260, 0.047, -0.198], [-0.347, 0.367, -0.002], [-0.103, 0.344, -0.241], [0.534, 0.297, 1.167], [-0.733, 0.759, -0.024], [-0.137, 2.300, 1.610], [-0.743, -3.531, 2.827], [-2.807, -0.362, -0.359], [-1.062, 0.254, 0.322], [0.743, 1.025, -1.113], [0.247, 1.288, 0.848], [-1.922, -4.463, 2.006], [-0.722, -1.705, 2.008], [0.782, -1.816, 1.213], [-0.164, -1.375, -0.261], [-0.599, -0.131, 0.434], [-1.783, -2.109, 2.457], [-0.718, -0.209, 0.263], [-0.050, 0.073, -0.428], [-0.396, -0.645, -0.124], [-0.253, -0.661, -0.367], [-0.025, -0.426, -0.220], [-0.220, -0.780, -0.523], [0.290, 0.083, 0.425], [0.080, 0.362, 0.246], [0.239, 0.386, 0.969], [-1.257, -2.667, -0.229], [0.539, 0.396, -0.062], [-1.638, -0.384, 0.043], [-0.342, 0.460, -0.355], [-0.063, -0.190, 0.012], [-0.521, 0.526, 0.346], [-0.224, -1.534, -0.432], [-0.458, -0.720, -0.562], [0.761, 0.147, 1.723], [-1.110, 0.719, -1.997], [0.355, 0.952, 0.065], [2.174, 1.236, -1.577], [0.503, 1.674, -0.450], [0.860, -1.428, -0.796], [-0.973, 0.871, -1.223], [0.171, 0.186, -0.146], [-0.362, 0.758, 0.089], [-0.057, 0.005, 0.290], [-0.110, 0.339, -0.696], [-0.521, 0.383, -0.660], [-0.332, -0.501, -0.314], [0.229, -0.091, -0.505], [-0.242, 0.696, -2.238], [-0.801, -0.672, -0.149], [0.407, 0.019, -0.310], [-0.192, 0.554, -1.187], [0.896, 3.362, -1.463], [-0.200, -0.108, -1.236], [-0.297, 1.274, -0.413], [0.281, -0.081, -0.019], [-0.272, 0.243, 0.077], [0.204, -0.065, -0.202], [-0.351, -0.836, 0.053], [0.154, -0.194, 0.847], [-0.743, 1.975, 1.406], [1.118, -4.007, 0.115], [0.776, 2.593, -1.546], [-3.883, -1.261, 0.257]],
  "orbital_gap_ev": 10.062,
  "de_lowest_kj_mol": 1804.6,
  "multiplicity": 1,
  "total_charge": 3,
  "homo_ev": -17.4
}